C31H52Br2O24 | ωB97M-V with the def2-TZVPD basis set

Values from the calculation:
gap between HOMO and LUMO = 10.54 eV
ΔE to the lowest compared entry with this formula, charge and spin = 0.000 eV
DFT total energy = -8166.28117 hartree
largest force on an atom = 2.007 eV/A
SMILES = C[C@H]1COC(=O)O1.C[C@H]1COC(=O)O1.C[C@H]1COC(=O)O1.C[C@H]1COC(=O)O1.C[C@H]1COC(=O)O1.COC(=O)OC.COC(=O)OC.COC(=O)OC.BrCCBr

Positions of all 109 atoms, in Å:
C1 16.746 -15.770 -32.102
O1 14.689 -11.599 -23.006
C2 15.487 -17.669 -32.763
H1 20.471 -19.913 -26.419
H2 15.509 -10.310 -24.449
C3 12.002 -17.740 -34.929
C4 13.173 -11.622 -30.715
H3 12.905 -9.245 -23.890
C5 19.727 -19.111 -26.391
H4 10.729 -16.275 -30.477
C6 20.001 -17.760 -28.203
H5 10.942 -17.984 -35.006
H6 12.471 -22.245 -31.875
Br1 15.646 -14.155 -27.191
C7 14.311 -11.809 -31.710
H7 19.094 -14.234 -30.694
H8 12.292 -15.783 -29.826
C8 15.664 -15.275 -28.854
C9 18.343 -14.171 -31.480
H9 16.955 -16.759 -28.028
H10 15.045 -17.249 -33.667
C10 14.549 -10.671 -24.079
O2 13.236 -19.465 -30.834
O3 14.401 -11.598 -20.781
O4 14.079 -10.838 -32.712
C11 11.466 -22.223 -29.892
O5 15.779 -15.081 -31.914
C12 18.675 -19.424 -27.470
H11 19.052 -12.690 -27.035
O6 12.242 -16.227 -31.856
O7 16.111 -21.467 -25.677
C13 11.803 -16.452 -30.528
C14 12.051 -20.135 -31.271
H12 12.569 -18.629 -34.628
H13 17.477 -13.639 -31.091
H14 12.060 -13.324 -31.457
H15 14.778 -17.563 -31.941
H16 12.708 -11.407 -24.899
H17 11.916 -22.131 -26.046
C15 13.976 -21.975 -26.434
O8 20.244 -14.081 -28.063
H18 14.669 -15.213 -29.275
H19 15.300 -11.716 -31.254
C16 15.167 -21.020 -26.643
H20 15.663 -18.726 -32.957
C17 14.166 -20.348 -30.433
O9 12.197 -16.746 -33.939
H21 18.332 -14.195 -27.732
H22 23.574 -12.381 -28.772
H23 19.413 -21.216 -28.366
H24 19.262 -14.312 -26.252
O10 21.237 -12.051 -27.972
H25 14.185 -12.328 -25.412
H26 12.380 -17.488 -35.916
O11 12.567 -9.201 -33.046
H27 11.509 -12.702 -29.859
H28 18.397 -21.486 -26.919
H29 13.946 -22.703 -27.249
H30 11.843 -19.971 -32.324
H31 13.604 -11.259 -29.779
O12 22.094 -13.809 -29.092
H32 18.785 -13.590 -32.288
O13 20.331 -17.929 -26.913
O14 14.355 -22.746 -25.292
C18 14.257 -11.094 -21.843
H33 14.445 -8.591 -23.461
H34 13.762 -10.834 -26.137
C19 12.955 -10.137 -32.431
O15 19.194 -18.752 -28.606
O16 10.607 -17.582 -32.582
C20 13.832 -9.487 -23.368
H35 19.252 -18.991 -25.424
C21 15.639 -22.536 -24.962
C22 13.763 -11.354 -25.174
Br2 14.609 -17.568 -27.420
O17 16.714 -17.055 -32.484
C23 12.367 -12.903 -30.504
C24 23.258 -13.125 -29.506
H36 24.080 -13.839 -29.510
H37 12.959 -13.586 -29.891
C25 18.522 -20.901 -27.830
O18 13.646 -9.920 -22.045
H38 12.073 -22.792 -29.184
H39 17.609 -20.975 -28.419
H40 11.209 -19.858 -30.646
H41 11.978 -17.451 -30.131
C26 19.167 -13.760 -27.185
H42 12.318 -20.801 -27.056
O19 16.317 -23.130 -24.194
O20 18.015 -15.488 -31.904
H43 12.602 -20.823 -25.176
H44 16.478 -14.911 -29.468
C27 12.348 -21.635 -30.984
H45 14.310 -12.812 -32.147
H46 10.939 -21.509 -29.254
H47 14.821 -20.014 -26.390
O21 15.268 -20.071 -30.059
H48 23.097 -12.689 -30.490
C28 15.988 -16.739 -28.535
C29 11.595 -16.929 -32.778
C30 12.636 -21.310 -26.146
C31 21.194 -13.199 -28.334
O22 20.412 -16.916 -28.927
H49 17.762 -18.931 -27.108
O23 12.369 -10.610 -31.308
H50 16.203 -17.370 -29.399
H51 15.559 -20.967 -27.656
H52 10.677 -22.895 -30.229
O24 13.731 -21.598 -30.529

Cartesian forces, eV/Å:
-0.4 -1.3 0.0
0.8 -0.5 -0.2
-1.1 0.0 -0.3
0.1 0.1 0.5
0.3 -0.5 0.2
-0.5 -1.2 0.1
0.1 -0.8 0.2
-0.3 -0.2 0.5
-0.1 -1.0 -1.4
0.0 0.1 0.1
0.4 -0.3 -0.6
0.1 -0.1 0.0
-0.8 -0.1 -0.1
-0.2 -0.5 -0.8
0.3 -1.0 -0.1
0.0 -0.3 0.0
0.3 0.3 -0.5
0.1 -1.1 0.9
0.3 0.7 0.5
-0.3 -0.1 0.6
-0.1 0.2 0.0
-0.7 0.5 0.0
-0.2 0.3 -0.2
-0.1 -0.3 0.2
0.0 0.3 -0.1
-0.2 -0.6 0.6
-0.1 0.4 -0.1
0.3 -0.6 0.8
0.0 0.0 0.0
0.7 0.0 0.3
0.4 -0.1 -0.2
-1.0 0.1 0.9
0.0 -1.3 0.2
-0.2 -0.1 0.0
-0.1 -0.1 -0.1
0.0 -0.2 0.1
0.0 0.0 0.0
0.1 -0.4 0.2
0.0 0.0 0.0
0.3 0.0 -0.1
0.4 -0.3 0.0
0.1 0.4 -0.3
-0.1 0.5 -0.1
-1.1 0.4 0.8
0.3 0.1 0.2
0.8 0.0 0.1
0.9 0.6 -0.7
-0.3 0.4 0.4
-0.4 0.3 -0.2
-0.1 -0.1 -0.1
0.3 0.2 0.1
-0.1 0.1 0.1
-0.2 -0.2 0.3
0.1 0.8 0.3
-0.1 -0.1 -0.2
-0.2 0.1 -0.3
0.0 -0.1 0.0
-0.4 0.2 -0.1
0.1 0.4 0.0
-0.4 0.1 0.1
-0.1 -0.8 -0.1
-0.2 -0.2 -0.2
0.1 0.7 0.9
0.1 -0.5 0.6
0.3 0.0 0.1
0.1 0.0 0.6
0.3 0.4 0.2
0.3 0.2 0.3
-0.7 0.2 -0.3
-0.1 -0.6 0.0
0.3 0.0 -1.7
0.4 0.3 0.1
0.4 1.0 -0.8
-0.3 0.3 -0.6
0.4 0.3 -0.4
0.9 0.1 0.0
0.1 0.8 0.9
0.6 0.4 0.5
-0.3 -0.3 -0.4
0.2 -0.2 -0.5
-0.5 0.9 0.7
-0.4 0.9 0.1
0.1 -0.2 -0.3
0.2 -0.4 -0.3
0.0 0.5 -0.2
0.2 -0.2 -0.6
-0.2 -0.4 -0.8
0.0 0.8 0.4
-0.4 -0.3 0.3
0.5 0.4 0.0
0.3 0.7 -0.3
-0.3 0.4 -0.2
0.6 0.3 0.3
-0.2 0.1 -0.2
0.2 0.5 -0.3
0.4 -0.1 0.1
-0.2 0.4 0.0
0.1 0.1 0.0
0.7 0.6 0.4
-0.3 0.2 0.2
-0.1 -1.9 -0.7
0.1 0.5 0.3
0.1 0.3 0.1
-0.3 -0.3 -0.6
-0.1 0.1 0.0
-0.8 0.1 -0.3
0.2 -0.4 0.1
0.2 0.0 -0.4
-0.5 -0.2 0.3

=====

C31H52BrN4P3Re | ωB97M-V with the def2-TZVPD basis set

Values from the calculation:
gap between HOMO and LUMO (alpha / beta) = 5.33 / 4.38 eV
2S+1 = 4
DFT total energy = -5106.05729 hartree
<S²> = 3.969
total charge = +4
largest force on an atom = 3.746 eV/A

Positions of all 92 atoms, in Å:
H1 -6.741 -2.173 1.721
H2 0.755 -1.827 -3.192
C1 -2.014 -2.248 1.065
H3 5.454 2.817 -1.643
H4 2.166 -0.760 -3.372
H5 -1.184 -1.651 -4.579
H6 0.624 -3.080 0.735
P1 3.105 0.600 -1.642
H7 3.002 0.901 1.296
C2 2.238 1.381 1.923
C3 -4.586 0.503 1.922
H8 -5.251 -0.414 5.193
C4 3.947 -0.010 -4.325
H9 -1.312 0.082 2.746
H10 0.521 3.596 -0.420
H11 4.345 -1.031 -4.186
C5 -4.473 0.455 3.334
C6 3.614 2.200 -0.667
N1 0.230 0.655 4.095
N2 2.527 1.094 3.308
H12 4.178 1.915 0.241
C7 0.694 -3.000 -0.357
C8 -5.398 -0.505 1.340
H13 2.772 -2.343 -0.512
H14 -0.843 1.654 -3.926
H15 4.403 -0.631 -0.005
H16 3.311 -0.491 4.467
C9 -3.705 1.345 1.133
C10 -0.497 0.822 2.827
C11 2.875 -0.339 3.471
H17 4.732 0.733 -4.137
H18 2.535 -4.101 -0.300
C12 0.080 2.236 -2.082
C13 -2.266 1.768 -2.307
H19 0.176 -1.674 1.969
H20 -1.656 3.319 0.658
Br1 1.749 3.273 -3.178
H21 -3.137 1.528 -2.900
H22 -1.307 -3.010 1.423
C14 0.668 -0.751 4.330
C15 -0.151 2.824 -0.786
C16 -0.217 -1.997 -2.712
C17 -5.253 -0.438 4.078
C18 -1.467 2.732 -0.253
H23 1.790 1.500 5.232
H24 -3.737 1.081 3.870
C19 5.808 -0.001 -1.560
Re1 0.864 0.843 -0.841
H25 2.218 -3.349 -1.885
H26 -5.453 -0.651 0.273
C20 -1.038 1.902 -2.893
H27 2.691 2.720 -0.327
H28 -1.967 -1.371 1.720
H29 -4.268 0.682 -0.779
H30 1.130 -0.811 5.328
H31 4.463 4.151 -0.972
C21 -1.797 -1.869 -0.396
H32 6.599 -0.732 -1.344
P2 0.636 0.599 1.372
P3 -0.067 -1.374 -0.975
H33 2.174 2.456 1.747
H34 3.637 0.082 -5.380
H35 5.814 0.179 -2.644
H36 0.045 -3.805 -0.745
H37 2.034 0.938 -3.845
N3 -6.025 -1.357 3.497
C22 4.450 -0.546 -1.106
H38 4.287 -1.560 -1.509
C23 4.430 3.180 -1.483
C24 2.134 -3.197 -0.797
H39 1.134 2.551 3.915
C25 1.428 1.531 4.193
H40 3.920 3.339 -2.447
H41 -0.349 -3.086 -2.633
H42 -2.323 -1.814 -3.215
H43 -1.388 -0.314 -3.428
C26 2.742 0.184 -3.418
H44 -3.168 2.102 1.710
H45 3.592 -0.626 2.688
H46 -3.017 -2.682 1.192
C27 -2.442 1.954 -0.891
C28 -1.353 -1.402 -3.524
H47 -2.073 -2.738 -1.027
H48 6.045 0.932 -1.034
H49 1.832 -1.532 1.278
H50 -2.465 -1.036 -0.671
C29 1.116 -1.108 1.988
N4 1.668 -1.162 3.330
C30 -6.104 -1.404 2.158
C31 -3.618 1.354 -0.223
H51 -0.200 -1.424 4.265
H52 -0.946 1.822 2.756

Cartesian forces, eV/Å:
0.2 0.1 0.1
-0.3 -0.2 0.0
0.0 -0.1 0.2
-0.4 0.2 0.0
0.4 0.4 0.4
-0.3 0.1 0.2
0.0 0.0 -0.5
0.5 -1.0 1.8
-0.3 0.4 0.3
0.8 0.0 1.1
0.6 -1.0 -0.1
0.1 -0.1 -1.0
0.5 -0.3 -0.4
0.4 0.3 0.1
-0.1 -0.1 0.1
0.1 0.6 -0.1
0.3 0.5 0.5
-0.2 0.0 -0.9
0.8 -0.4 -0.9
-1.7 -1.1 -1.2
-0.3 -0.3 -0.7
0.5 0.4 0.5
-0.4 -0.5 0.4
-0.3 -0.4 0.0
-0.3 0.2 -0.2
0.0 0.0 -0.3
-0.1 0.0 -0.3
-1.3 0.2 1.6
-0.4 1.0 0.2
1.1 -0.4 0.6
-0.3 -0.2 -0.3
-0.1 0.4 -0.4
1.2 3.2 -1.6
0.2 -0.1 0.1
0.3 0.1 0.1
-0.1 -0.5 -0.3
-3.1 -0.8 1.2
0.0 -0.3 -0.1
-0.3 0.2 -0.1
-0.2 0.3 0.1
-1.3 1.3 0.0
0.3 0.3 -0.2
0.3 0.3 0.2
1.5 0.3 0.8
-0.2 0.1 -0.3
-0.7 -0.1 -0.4
0.3 0.2 -0.1
-0.1 -2.3 -1.0
0.0 0.1 0.4
-0.2 0.2 -0.1
-0.2 -0.3 -0.1
0.2 -0.3 -0.2
-0.1 -0.2 -0.1
0.1 0.4 -0.3
-0.3 0.0 -0.3
0.1 -0.2 -0.1
-0.4 1.0 -0.2
-0.3 0.2 0.0
0.9 -0.9 1.7
-0.9 -3.4 -0.5
0.1 0.0 0.1
0.1 0.0 0.4
0.2 0.0 0.5
0.1 0.5 0.0
0.7 -0.7 0.5
-0.2 0.1 -0.3
-0.2 -0.4 0.0
0.0 0.5 0.0
0.3 0.5 -0.6
0.4 -0.4 0.1
0.2 -0.2 0.2
-0.3 0.1 0.9
1.0 0.1 0.6
0.1 0.3 0.0
0.2 0.1 -0.2
-0.1 -0.5 -0.2
-0.9 0.8 -0.6
0.2 -0.3 -0.1
-0.1 0.2 0.4
0.3 0.2 -0.1
-2.4 -0.6 -0.1
0.0 0.1 -0.3
0.4 0.5 0.1
0.1 -0.3 -0.2
-0.1 0.0 0.2
0.0 -0.4 0.0
0.6 -0.6 0.1
-0.5 1.8 -0.4
0.6 0.8 -0.1
2.1 0.5 -1.2
0.3 0.2 0.1
0.0 -0.2 0.4